Computed, not measured: 2 unconnected molecules or ions with the total composition C6H16 at a distorted geometry, with the ωB97M-V functional and the def2-TZVPD basis.

Last column: natural (NBO) charge in e.
CARTESIAN COORDINATES (ANGSTROEM)
C (2.397, -1.407, 0.221)  -0.7247
C (0.375, -2.110, 1.635)  -0.7628
C (-1.644, 1.270, -0.500)  -0.5772
C (-1.165, 2.725, -0.624)  -0.7099
C (1.275, -0.935, 1.141)  -0.5391
C (-1.291, 0.522, -1.786)  -0.7577
H (2.930, -2.330, 0.475)  0.1895
H (-0.150, -2.389, 0.719)  0.1939
H (2.130, -1.506, -0.830)  0.1994
H (0.641, -0.220, 0.622)  0.1951
H (-1.247, 0.801, 0.401)  0.1919
H (-1.638, 1.066, -2.666)  0.1866
H (-0.852, 3.084, 0.369)  0.1948
H (-0.378, -1.622, 2.263)  0.1934
H (-2.718, 1.128, -0.333)  0.1868
H (-1.906, 3.356, -1.094)  0.1970
H (0.926, -2.952, 2.030)  0.1932
H (-0.208, 0.384, -1.840)  0.1918
H (1.742, -0.428, 1.989)  0.1786
H (-0.178, 2.718, -1.094)  0.2008
H (-1.730, -0.480, -1.841)  0.1911
H (3.254, -0.715, 0.335)  0.1875

Output
2S+1   2
Energy relative to the best compared isomer or geometry (same formula, charge and spin)   0.420 eV
Charge   -1
Gap between HOMO and LUMO (alpha / beta)   2.606 / 11.923 eV
Max |F|   2.37 eV/Å
E   -6479.52811 eV
E_LUMO (alpha / beta)   4.14 / 4.26 eV